[1]
The following is a quantum chemistry calculation of one molecule with the formula C3H3NO2, from the Open Molecules 2025 dataset.

Properties
Energy above the lowest of the compared OMol25 structures with the same formula, charge and spin in eV: 4.029
Lowest unoccupied orbital energy in eV: -0.2
SMILES string: O=CC=C=NO
Gap between HOMO and LUMO in eV: 9.92
Total energy in eV: -8741.103
E_HOMO in eV: -10.2
Charge: 0

Each line ends with the Löwdin charge.
CARTESIAN COORDINATES (ANGSTROEM)
O1 -2.021 -1.180 -0.303  0.0513
C1 -1.859 0.000 -0.096  -0.2808
C2 -0.591 0.625 0.348  -0.0337
C3 0.549 -0.020 0.421  -0.0568
N1 1.664 -0.529 0.518  0.0357
O2 2.443 -0.278 -0.614  -0.0349
H1 -2.685 0.723 -0.227  0.1153
H2 -0.551 1.682 0.589  0.1092
H3 3.051 -1.024 -0.636  0.0948



[2]
The following is a quantum chemistry calculation of one molecule with the formula C3H3NO2, from the Open Molecules 2025 dataset.

Properties
Energy above the lowest of the compared OMol25 structures with the same formula, charge and spin in eV: 2.269
Lowest unoccupied orbital energy in eV: 0.8
SMILES string: Oc1ccon1
Gap between HOMO and LUMO in eV: 10.91
Total energy in eV: -8742.862
E_HOMO in eV: -10.1
Charge: 0

Each line ends with the Löwdin charge.
CARTESIAN COORDINATES (ANGSTROEM)
O1 2.047 0.083 0.101  0.0758
C1 0.723 -0.183 0.111  -0.4266
C2 -0.290 0.811 0.118  0.0133
C3 -1.424 0.079 0.061  -0.1110
O2 -1.138 -1.230 0.050  -0.0411
N1 0.237 -1.397 0.087  0.1267
H1 2.460 -0.404 -0.624  0.1206
H2 -0.149 1.879 0.116  0.1134
H3 -2.466 0.362 -0.020  0.1290



[3]
The following is a quantum chemistry calculation of C3H3NO2S as an isolated structure in a non-equilibrium geometry, from the Open Molecules 2025 dataset.

Properties
Energy above the lowest of the compared OMol25 structures with the same formula, charge and spin in eV: 4.334
Lowest unoccupied orbital energy in eV: 0.0
Gap between HOMO and LUMO in eV: 9.02
Total energy in eV: -19576.442
E_HOMO in eV: -9.0
Charge: 0

Each line ends with the Löwdin charge.
CARTESIAN COORDINATES (ANGSTROEM)
C1 0.301 0.385 1.019  -0.1327
C2 3.867 -0.149 0.555  -0.4062
C3 -0.348 -0.094 -0.112  -0.3094
N1 0.481 -0.855 0.750  0.1330
O1 3.089 0.626 0.979  0.1415
O2 4.645 -0.962 0.333  0.2361
S1 0.967 0.597 -1.976  0.4165
H1 0.709 1.254 1.455  0.1062
H2 -1.365 -0.361 -0.210  0.0761
H3 2.008 0.283 -1.115  -0.2611



[4]
The following is a quantum chemistry calculation of one molecule with the formula C3H3NO2S in a non-equilibrium geometry, from the Open Molecules 2025 dataset.

Properties
Energy above the lowest of the compared OMol25 structures with the same formula, charge and spin in eV: 6.594
Lowest unoccupied orbital energy (alpha / beta) in eV: -1.1 / -1.1
Gap between HOMO and LUMO (alpha / beta) in eV: 7.73 / 7.73
Total energy in eV: -19574.182
E_HOMO (alpha / beta) in eV: -8.8 / -8.8
Charge: 0

Each line ends with the Löwdin charge.
CARTESIAN COORDINATES (ANGSTROEM)
C1 0.493 -1.615 0.001  -0.1915
C2 0.407 0.292 1.231  -0.1222
C3 -0.047 0.620 -0.157  -0.1746
N1 0.033 -0.671 -0.825  -0.3491
O1 -1.408 0.360 -2.678  -0.4883
O2 0.811 -1.139 1.152  -0.0672
S1 -1.551 -0.359 -1.470  1.0228
H1 1.314 1.002 1.479  0.1628
H2 -0.460 0.198 1.984  0.1460
H3 0.409 1.313 -0.717  0.0612



[5]
The following is a quantum chemistry calculation of one molecule with the formula C3H3NO2S2, from the Open Molecules 2025 dataset.

Properties
Energy above the lowest of the compared OMol25 structures with the same formula, charge and spin in eV: 2.061
Lowest unoccupied orbital energy in eV: 0.4
SMILES string: On1cc(S)oc1=S
Gap between HOMO and LUMO in eV: 8.43
Total energy in eV: -30412.815
E_HOMO in eV: -8.0
Charge: 0

Each line ends with the Löwdin charge.
CARTESIAN COORDINATES (ANGSTROEM)
O1 1.189 -1.906 0.406  0.0568
N1 0.545 -0.763 0.047  -0.1525
C1 -0.372 -0.094 0.829  -0.0181
C2 -0.761 0.960 0.090  -0.6559
S1 -1.861 2.296 0.289  0.8779
O2 -0.098 0.925 -1.114  -0.0171
C3 0.728 -0.157 -1.144  -0.8278
S2 1.730 -0.650 -2.353  0.6700
H1 1.755 -2.083 -0.362  0.0563
H2 -0.634 -0.441 1.817  0.1386
H3 -2.222 1.913 1.494  -0.1283



[6]
The following is a quantum chemistry calculation of one molecule with the formula C3H3NO2S2 in a non-equilibrium geometry, from the Open Molecules 2025 dataset.

Properties
Energy above the lowest of the compared OMol25 structures with the same formula, charge and spin in eV: 0.736
Lowest unoccupied orbital energy in eV: -0.1
SMILES string: O=C1OCS/C1=N\S
Gap between HOMO and LUMO in eV: 9.19
Total energy in eV: -30414.140
E_HOMO in eV: -9.2
Charge: 0

Each line ends with the Löwdin charge.
CARTESIAN COORDINATES (ANGSTROEM)
O1 -0.638 2.445 -0.037  0.1723
C1 -0.630 1.260 -0.022  -0.4986
O2 -1.758 0.516 -0.061  0.0015
C2 -1.581 -0.882 -0.006  -0.4025
S1 0.217 -1.315 -0.030  0.9559
C3 0.592 0.434 0.000  -0.6281
N1 1.721 0.967 0.058  -0.3646
S2 3.243 0.238 -0.059  0.7741
H1 -2.068 -1.230 0.864  0.0792
H2 -2.019 -1.380 -0.859  0.0857
H3 2.921 -1.052 0.151  -0.1749



[7]
The following is a quantum chemistry calculation of one molecule with the formula C3H3NO3 in a non-equilibrium geometry, from the Open Molecules 2025 dataset.

Properties
Energy above the lowest of the compared OMol25 structures with the same formula, charge and spin in eV: 5.409
Lowest unoccupied orbital energy in eV: -1.6
SMILES string: O=C/C=C/[N+](=O)[O-]
Gap between HOMO and LUMO in eV: 9.23
Total energy in eV: -10787.292
E_HOMO in eV: -10.8
Charge: 0

Each line ends with the Löwdin charge.
CARTESIAN COORDINATES (ANGSTROEM)
O1 -2.879 0.278 0.460  0.0591
C1 -1.849 -0.130 -0.046  -0.2878
C2 -0.564 0.563 0.068  0.0430
C3 0.565 -0.247 -0.220  0.0394
N1 1.932 -0.021 0.149  -0.4029
O2 2.400 1.064 -0.101  0.1147
O3 2.509 -1.018 0.598  0.0868
H1 -1.906 -0.880 -0.806  0.1114
H2 -0.670 1.456 0.723  0.1380
H3 0.463 -1.065 -0.824  0.0983



[8]
The following is a quantum chemistry calculation of one molecule with the formula C3H3NO4 in a non-equilibrium geometry, from the Open Molecules 2025 dataset.

Properties
Energy above the lowest of the compared OMol25 structures with the same formula, charge and spin in eV: 6.280
Lowest unoccupied orbital energy in eV: -0.3
SMILES string: O=c1on(O)cc1O
Gap between HOMO and LUMO in eV: 9.36
Total energy in eV: -12834.043
E_HOMO in eV: -9.7
Charge: 0

Each line ends with the Löwdin charge.
CARTESIAN COORDINATES (ANGSTROEM)
O1 -1.832 -1.846 0.088  0.0799
C1 -0.869 -1.039 -0.045  -0.3170
O2 0.527 -1.528 -0.101  0.0387
N1 1.189 -0.138 0.588  0.0331
O3 2.362 -0.097 -0.348  -0.0563
C2 0.362 0.868 0.174  -0.0467
C3 -0.831 0.369 0.004  -0.3218
O4 -1.818 1.289 -0.099  0.0497
H1 3.095 -0.680 0.027  0.1291
H2 0.490 2.053 0.135  0.2120
H3 -2.677 0.750 -0.423  0.1994



[9]
The following is a quantum chemistry calculation of one molecule with the formula C3H3NO4 in a non-equilibrium geometry, from the Open Molecules 2025 dataset.

Properties
Energy above the lowest of the compared OMol25 structures with the same formula, charge and spin in eV: 5.717
Lowest unoccupied orbital energy in eV: -1.0
SMILES string: O=C/C(=N\O)C(=O)O
Gap between HOMO and LUMO in eV: 9.11
Total energy in eV: -12834.606
E_HOMO in eV: -10.1
Charge: 0

Each line ends with the Löwdin charge.
CARTESIAN COORDINATES (ANGSTROEM)
O1 0.662 2.133 -0.070  -0.0476
C1 -0.537 1.506 -0.147  0.0192
C2 -0.112 -0.048 -0.047  -0.1825
N1 -0.975 -0.955 -0.036  0.0769
O2 -2.296 -0.497 0.095  -0.0652
C3 1.194 -0.733 -0.042  -0.3535
O3 1.303 -1.972 -0.218  0.0768
O4 2.260 0.211 0.274  0.0215
H1 -1.716 1.715 -0.416  0.1743
H2 -2.891 -1.088 0.624  0.1303
H3 3.108 -0.272 -0.017  0.1498



[10]
The following is a quantum chemistry calculation of C3H3NO4 as an isolated structure, from the Open Molecules 2025 dataset.

Properties
Energy above the lowest of the compared OMol25 structures with the same formula, charge and spin in eV: 3.138
Lowest unoccupied orbital energy in eV: 0.5
Gap between HOMO and LUMO in eV: 9.37
Total energy in eV: -12837.185
E_HOMO in eV: -8.8
Charge: 0

Each line ends with the Löwdin charge.
CARTESIAN COORDINATES (ANGSTROEM)
C1 -0.733 0.074 1.229  -0.6257
C2 -0.844 1.096 -0.451  -0.0210
C3 0.390 -0.382 -0.796  -0.2564
N1 1.258 -0.919 -1.630  0.1640
O1 0.011 0.854 2.051  0.0877
O2 -1.767 -0.457 1.519  0.0992
O3 -1.340 1.765 -1.248  0.1329
O4 0.360 -0.795 0.409  0.0515
H1 -0.518 1.007 2.848  0.1307
H2 1.304 -0.568 -2.573  0.1125
H3 1.878 -1.675 -1.357  0.1245



Q: Which formula does entry 10 have?
A: C3H3NO4



Q: What is the charge in the first record?
A: 0



Q: Number 9 is which compound?
A: C3H3NO4



Q: Which of these has the highest total energy?
A: number 1